1.
An isolated ion of composition C2HBr2N2 and charge +1 at a distorted geometry, computed with ωB97M-V/def2-TZVPD.

Its relative energy (zero: lowest compared OMol25 entry of this formula, charge and spin) is 16.6 kcal/mol. As for the structure (SMILES): N#[N+]/C(Br)=C/Br. The HOMO energy is -15.020 eV. The charge is +1.

XYZ file:
```
7
C2HBr2N2 ωB97M-V/def2-TZVPD
N 0.0804 1.9017 1.7575
N 0.1639 0.9972 1.0902
C 0.2311 -0.0664 0.2769
Br 2.1106 -0.6865 0.4420
C -0.6644 -0.3543 -0.7423
Br -0.2944 -1.7829 -1.8874
H -1.6271 -0.0088 -0.9369
```


2.
H2S2 as an isolated structure at a distorted geometry, computed with ωB97M-V/def2-TZVPD.

Its relative energy (zero: lowest compared OMol25 entry of this formula, charge and spin) is 39.9 kcal/mol. The HOMO energy is -10.008 eV.

XYZ file:
```
4
H2S2 ωB97M-V/def2-TZVPD
S -1.5332 -0.1012 0.1407
S 1.1221 -0.7269 0.1561
H -1.0755 1.0054 0.6821
H 1.4866 -0.1773 -0.9789
```


3.
C4H7N2 as an isolated structure at a distorted geometry, computed with ωB97M-V/def2-TZVPD.

Its relative energy (zero: lowest compared OMol25 entry of this formula, charge and spin) is 117.5 kcal/mol. The HOMO energy is -14.500 eV. The charge is +1.

XYZ file:
```
13
C4H7N2 ωB97M-V/def2-TZVPD
C -1.0941 -0.7288 0.5355
C -0.0558 -1.2500 -1.1356
C 0.6651 -0.0201 -0.6857
C 0.1363 1.5776 0.9834
N 0.0302 -2.2697 -1.7299
N -0.2361 0.2471 0.4425
H -1.8012 -0.8978 1.2819
H 1.5530 -0.2507 -0.2363
H 0.6616 0.9136 -1.2591
H -0.6041 1.8902 1.7175
H 0.2122 2.2710 0.2188
H 1.0111 1.6153 1.5077
H -0.4782 -3.0978 -1.6407
```


4.
C30H62BN6O2P2Ru as an isolated structure at a distorted geometry, computed with ωB97M-V/def2-TZVPD.

The HOMO energy (alpha / beta) is -12.411 / -12.403 eV. The charge is +2. The spin multiplicity is 2.

XYZ file:
```
104
C30H62BN6O2P2Ru ωB97M-V/def2-TZVPD
Ru 0.5557 -0.7452 -0.3779
C -3.8262 -2.0403 0.0080
C -2.9664 -3.0140 0.8246
C -2.6056 -4.2099 -0.0596
C -3.7090 -3.4835 2.0680
P -1.3807 -2.0313 1.1910
C -2.0764 -0.5652 2.1516
N -1.7036 0.6599 1.4918
B -0.7087 0.8004 0.4694
N -0.5006 2.2305 0.3440
C 0.6406 2.7633 -0.3337
P 2.0996 1.7336 0.2798
C 3.4569 2.2734 -0.9466
C 2.8631 1.9429 -2.3254
C 3.8397 3.7480 -0.8833
C 4.7067 1.4178 -0.7235
C 2.3835 2.4666 2.0306
C 1.3608 1.8009 2.9574
C 3.7896 2.0509 2.4648
C 2.2201 3.9800 2.1400
C -1.3526 2.8791 1.1679
C -1.5455 4.2429 1.3998
C -2.4339 4.6117 2.3811
C -3.1349 3.6510 3.1314
C -2.9834 2.2985 2.9032
C -2.0969 1.8988 1.9073
C -0.2565 -2.8899 2.4686
C 1.1032 -2.1977 2.2898
C -0.1038 -4.3663 2.1061
C -0.7209 -2.7570 3.9165
H -4.6064 -2.5812 -0.5214
H -3.2145 -1.5158 -0.7284
H -4.3203 -1.3011 0.6319
H -3.4954 -4.5781 -0.5660
H -2.2077 -5.0308 0.5269
H -1.8717 -3.9264 -0.8119
H -4.6430 -3.9525 1.7665
H -3.9523 -2.6649 2.7399
H -3.1364 -4.2238 2.6177
H -1.6744 -0.5613 3.1704
H -3.1658 -0.6448 2.2261
H 0.7637 3.8290 -0.1440
H 0.5287 2.5773 -1.4069
H 2.2789 2.7767 -2.7108
H 2.2143 1.0576 -2.2653
H 3.6642 1.7498 -3.0387
H 2.9671 4.3931 -0.9561
H 4.4949 3.9691 -1.7254
H 4.3848 3.9866 0.0277
H 4.4637 0.3624 -0.6239
H 5.2494 1.7217 0.1647
H 5.3759 1.5306 -1.5742
H 1.2961 0.7316 2.7595
H 0.3723 2.2362 2.8428
H 1.6560 1.9356 3.9960
H 3.9588 0.9881 2.2891
H 3.9217 2.2417 3.5280
H 4.5459 2.6236 1.9368
H 1.1787 4.2776 2.0343
H 2.8238 4.5181 1.4170
H 2.5443 4.2840 3.1351
H -1.0269 4.9884 0.8176
H -2.5944 5.6570 2.5906
H -3.8060 3.9865 3.9066
H -3.5217 1.5721 3.4929
H 1.4808 -2.3535 1.2621
H 1.8338 -2.6028 2.9883
H 1.0099 -1.1241 2.4798
H 0.0637 -4.4832 1.0364
H -0.9837 -4.9327 2.3977
H 0.7485 -4.7886 2.6383
H -0.5151 -1.7692 4.3198
H -0.1800 -3.4747 4.5297
H -1.7807 -2.9674 4.0202
C 0.6190 -5.6527 -2.2664
O 1.7510 -4.7873 -2.1666
C 1.5869 -3.5582 -1.7180
O 0.5316 -3.0528 -1.3643
N 2.7680 -2.8867 -1.7091
N 2.8272 -1.5932 -1.1592
H 0.9895 -6.5538 -2.7492
H -0.1702 -5.1949 -2.8630
H 0.2327 -5.8977 -1.2768
H 3.6157 -3.3608 -1.9998
H 3.1977 -0.9353 -1.8508
H 3.4298 -1.5929 -0.3294
C -2.7071 0.1328 -4.5074
C -1.7136 1.1977 -4.0298
C -0.6178 1.4142 -5.0722
C -2.4516 2.5127 -3.7854
N -1.0858 0.8243 -2.7419
N -0.4134 -0.4240 -2.6853
H -3.2462 0.5123 -5.3700
H -3.4333 -0.1020 -3.7310
H -2.2044 -0.7839 -4.8089
H -1.0612 1.8392 -5.9673
H -0.1318 0.4831 -5.3572
H 0.1317 2.1071 -4.6983
H -2.8946 2.8554 -4.7158
H -1.7684 3.2782 -3.4307
H -3.2479 2.3912 -3.0553
H -1.7944 0.8317 -2.0072
H 0.2694 -0.4408 -3.4463
H -1.0462 -1.2304 -2.7980
```


5.
C43H36Br2N11O3Zr as an isolated structure at a distorted geometry, computed with ωB97M-V/def2-TZVPD.

Its relative energy (zero: lowest compared OMol25 entry of this formula, charge and spin) is 51.4 kcal/mol. The HOMO energy is -10.271 eV. The charge is +1.

XYZ file:
```
96
C43H36Br2N11O3Zr ωB97M-V/def2-TZVPD
Zr 0.7214 -0.6846 -0.5221
C 4.4458 0.5523 1.9168
C 3.5050 -0.3538 1.4503
N 2.2181 -0.0389 1.3866
C 1.8623 1.1753 1.8067
C 2.8168 2.1051 2.1816
N 4.1101 1.7958 2.2388
C 0.3991 1.4257 1.8556
C -0.1425 2.3679 2.7012
C -1.5247 2.4855 2.8205
C -2.2879 1.5460 2.1432
C -1.6800 0.6024 1.3304
N -0.3607 0.5947 1.1235
C -2.4212 -0.5623 0.7909
C -3.8032 -0.6294 0.7346
N -4.4388 -1.7447 0.3892
C -3.6746 -2.7977 0.1205
C -2.2886 -2.7177 0.1205
N -1.6650 -1.5929 0.4266
C -2.1504 3.5260 3.6884
C -1.4104 4.2342 4.6271
C -2.0403 5.1928 5.4059
N -3.3352 5.4881 5.3084
C -4.0400 4.8116 4.4029
C -3.4993 3.8333 3.5823
H 5.4911 0.2779 1.9834
H 3.7937 -1.3320 1.0865
H 2.5399 3.1217 2.4331
H 0.5222 2.9982 3.2710
H -3.3563 1.4951 2.2861
H -4.4148 0.2378 0.9541
H -4.1717 -3.7271 -0.1283
H -1.6767 -3.5627 -0.1673
H -0.3573 4.0511 4.7880
H -1.4734 5.7470 6.1453
H -5.0912 5.0637 4.3234
H -4.1431 3.3520 2.8586
Br 3.1188 -4.9435 -0.9509
C 2.3450 -4.5161 0.7159
C 2.5303 -5.4405 1.7668
C 1.9672 -5.2146 2.9803
Br 2.2312 -6.4810 4.3506
C 1.1974 -4.0441 3.2115
C 0.5760 -3.7334 4.4435
C -0.1317 -2.5763 4.5723
C -0.2057 -1.7081 3.4647
N 0.3546 -1.9597 2.3142
C 1.0395 -3.1205 2.1562
C 1.6088 -3.3753 0.8662
O 1.4143 -2.5153 -0.1505
H 3.1194 -6.3291 1.5906
H 0.6701 -4.4231 5.2706
H -0.6211 -2.3143 5.5010
H -0.7441 -0.7638 3.5551
O 1.0592 1.3790 -0.9954
C 2.2940 1.4748 -1.3525
C 2.9190 2.6765 -1.9910
C 4.2932 2.1233 -2.3757
C 4.3120 0.7224 -1.7719
O 5.2228 -0.0633 -1.8175
N 3.0715 0.4466 -1.1685
H 2.9697 3.4804 -1.2535
H 2.3156 3.0362 -2.8236
H 5.1353 2.6990 -1.9978
H 4.4204 2.0266 -3.4536
C -0.8403 2.5881 -3.5583
N -2.1385 2.3837 -2.9541
C -3.2099 2.4738 -3.9254
C -2.1828 1.2675 -2.0241
C -2.0005 -0.1597 -2.5335
C -2.9333 -0.6598 -3.4577
C -2.8615 -1.9557 -3.9342
C -1.8566 -2.7976 -3.4609
C -0.9623 -2.3198 -2.5263
C -0.9964 -0.9969 -2.0297
H -0.8674 3.4968 -4.1619
H -0.5261 1.7624 -4.2213
H -0.0836 2.7088 -2.7838
H -3.2098 3.4745 -4.3606
H -4.1747 2.3241 -3.4355
H -3.1277 1.7531 -4.7514
H -3.1454 1.3299 -1.5016
H -1.4045 1.4650 -1.2841
H -3.7447 -0.0274 -3.7956
H -3.5876 -2.3129 -4.6545
H -1.7807 -3.8185 -3.8180
H -0.2128 -3.0141 -2.1551
N 3.0507 -2.0422 -4.1310
C 2.0846 -1.4018 -4.8844
C 1.2203 -0.8700 -3.9898
N 1.6454 -1.1698 -2.7041
C 2.7529 -1.8727 -2.8370
H 3.8550 -2.5366 -4.4786
H 2.0951 -1.3948 -5.9595
H 0.3146 -0.3199 -4.1747
H 3.3684 -2.2377 -2.0342
```


6.
An isolated ion of composition C5H11N2 and charge +1 at a distorted geometry, computed with ωB97M-V/def2-TZVPD.

Its relative energy (zero: lowest compared OMol25 entry of this formula, charge and spin) is 97.1 kcal/mol. As for the structure (SMILES): C/C=C/[NH+]=N/CC. The HOMO energy (alpha / beta) is -14.212 / -14.212 eV. The charge is +1.

XYZ file:
```
18
C5H11N2 ωB97M-V/def2-TZVPD
C 0.7168 3.4480 0.0613
C 0.4152 2.0608 -0.2880
C 1.2330 0.9704 -0.1708
N 0.5950 -0.2903 -0.2163
N 0.8382 -1.5940 -0.0359
C -0.1124 -2.5815 0.0040
C -1.6132 -2.5356 0.1418
H 0.3156 3.7323 1.0010
H 0.3384 4.2705 -0.7057
H 1.7886 3.6206 0.1197
H -0.7093 1.8910 -0.2888
H 2.3444 1.0974 -0.0934
H -0.3322 0.0159 -0.2852
H 0.2152 -3.1297 0.9625
H 0.3223 -3.3547 -0.6912
H -2.0917 -2.0524 0.9325
H -2.1939 -2.0631 -0.6781
H -2.0699 -3.5056 0.2306
```


7.
A 14-piece molecular cluster, C16H32Cl28NO4S2 overall at a distorted geometry, computed with ωB97M-V/def2-TZVPD.

The HOMO energy is -6.560 eV. The charge is -1.

XYZ file:
```
83
C16H32Cl28NO4S2 ωB97M-V/def2-TZVPD
C -0.7015 -0.6427 -0.4574
C 0.6542 -0.8355 -0.9672
Cl 0.5751 -0.7889 -2.7529
C 1.1754 -2.1669 -0.4943
Cl 0.6998 -3.4413 -1.5897
S 2.9864 -2.1145 -0.5209
O 3.3456 -1.9368 -1.8483
O 3.4674 -3.3510 -0.0477
N 3.4906 -0.8612 0.2864
S 2.7084 -0.7579 1.6819
O 3.6627 -0.6618 2.7004
O 1.8820 0.3810 1.6798
H -1.3759 -1.2390 -0.9321
H -0.9740 0.3362 -0.6124
H -0.7298 -0.8019 0.5609
H 1.2392 -0.0394 -0.6799
H 0.7740 -2.4050 0.4236
H 2.0190 -1.8839 1.9223
C 5.3959 -0.3705 5.0810
Cl 6.2130 -1.9286 5.2857
Cl 6.2815 0.9402 5.8812
H 5.3246 -0.1546 4.0257
H 4.4119 -0.4361 5.5096
C -2.7051 -0.4028 -4.6338
Cl -1.6070 0.8878 -5.1154
Cl -3.3408 -0.0311 -3.0373
H -3.5209 -0.4574 -5.3357
H -2.1722 -1.3395 -4.6021
C -3.8486 3.4117 -1.6896
Cl -3.6274 2.9854 0.0139
Cl -2.3879 3.1104 -2.6282
H -4.6545 2.8069 -2.1001
H -4.0998 4.4599 -1.7566
C -6.8701 0.8491 -1.0352
Cl -6.8232 0.7284 0.7248
Cl -6.9284 2.5299 -1.5880
H -5.9829 0.3848 -1.4397
H -7.7516 0.3427 -1.3919
C 4.6442 -4.2368 2.9368
Cl 5.5140 -5.7024 3.4423
Cl 2.9050 -4.3689 3.1903
H 5.0079 -3.4038 3.5121
H 4.8216 -4.0728 1.8833
C 7.8908 -3.1734 1.5530
Cl 8.0429 -1.9076 2.7821
Cl 6.5063 -2.8338 0.5225
H 8.7873 -3.2012 0.9555
H 7.7393 -4.1245 2.0408
C 6.0381 0.6336 -1.4890
Cl 6.4712 0.3144 -3.1758
Cl 6.1419 2.3645 -1.1099
H 5.0270 0.2982 -1.3170
H 6.7189 0.0986 -0.8494
C 0.3567 -2.3989 5.5189
Cl -1.3180 -2.8568 5.8711
Cl 0.6432 -2.2535 3.7893
H 0.5611 -1.4490 5.9842
H 1.0149 -3.1573 5.9124
C 1.7468 4.2792 -2.8709
Cl 1.1324 2.9554 -3.8650
Cl 0.4437 5.0766 -1.9765
H 2.4558 3.8791 -2.1638
H 2.2228 5.0043 -3.5093
C -1.2234 2.9842 3.2424
Cl -0.5714 1.4324 3.7406
Cl -2.9902 3.0499 3.3838
H -0.8004 3.7538 3.8667
H -0.9560 3.1478 2.2181
C -9.0919 3.6599 -5.0376
Cl -9.0588 1.9590 -4.5645
Cl -7.7611 4.5883 -4.3299
H -9.0141 3.7162 -6.1102
H -10.0225 4.0906 -4.7089
C -2.9601 -5.6607 4.3719
Cl -4.6308 -6.1358 4.7242
Cl -2.6792 -5.4863 2.6382
H -2.7607 -4.7162 4.8477
H -2.2980 -6.4190 4.7550
C -4.2880 5.0891 -5.9126
Cl -4.2538 3.4206 -5.3430
Cl -2.8974 6.0117 -5.3275
H -4.2738 5.0873 -6.9898
H -5.1892 5.5580 -5.5533
```


> Number 1 is which compound?

C2HBr2N2